Record 1
{
  "formula": "C2H4ClOP",
  "method": "ωB97M-V/def2-TZVPD",
  "species": ["Cl", "P", "O", "C", "C", "H", "H", "H", "H"],
  "positions_angstrom": [[0.13571, -4.08987, -0.36868], [-0.95323, -3.13613, 1.05764], [-0.38100, -3.37962, 2.39345], [-0.03774, -0.59738, -0.24410], [0.29311, 0.65954, 0.02107], [0.89544, 1.18326, -0.66979], [0.36481, 1.09190, 0.97131], [-0.33726, -1.10653, -1.16842], [-0.45620, -1.33413, 0.54812]],
  "mulliken_charge": [-0.130, 0.371, -0.361, 0.049, -0.614, 0.254, 0.302, 0.276, -0.146],
  "fmax_ev_per_a": 2.34,
  "homo_ev": [-7.262, -10.444],
  "s_squared": 2.011,
  "e_tot_ha": -955.24257,
  "spin_multiplicity": 3,
  "homo_lumo_gap_ev": [8.1, 6.7]
}

Record 2
{
  "formula": "C2H4ClP",
  "method": "ωB97M-V/def2-TZVPD",
  "species": ["Cl", "P", "C", "C", "H", "H", "H", "H"],
  "positions_angstrom": [[4.72031, -1.15087, 0.52208], [4.60800, 0.60398, -0.49256], [0.37932, 0.75494, -1.05627], [-0.07938, 0.30257, 0.09567], [0.80950, 0.09099, -1.75788], [0.34989, 1.81817, -1.35721], [-0.51005, 0.87060, 0.79944], [-0.22123, -0.77364, 0.32428]],
  "mulliken_charge": [-0.141, 0.140, -0.474, -0.489, 0.260, 0.210, 0.298, 0.196],
  "fmax_ev_per_a": 3.68,
  "homo_ev": [-8.438, -8.424],
  "e_tot_ha": -880.04292,
  "spin_multiplicity": 1,
  "homo_lumo_gap_ev": [7.1, 7.0]
}

Record 3
{
  "formula": "C2H4ClP",
  "method": "ωB97M-V/def2-TZVPD",
  "species": ["Cl", "P", "C", "C", "H", "H", "H", "H"],
  "positions_angstrom": [[-2.70827, -2.16666, 2.17462], [-3.83904, -1.33540, 0.81739], [1.05155, -0.07366, -0.49332], [1.17672, 1.21792, -0.53783], [1.75749, -0.59836, 0.14212], [1.96709, 1.73844, 0.04516], [0.23055, -0.59841, -0.98114], [0.36391, 1.81613, -1.16699]],
  "mulliken_charge": [-0.107, 0.107, -0.467, -0.372, 0.215, 0.222, 0.229, 0.174],
  "fmax_ev_per_a": 3.57,
  "homo_ev": [-8.584, -10.369],
  "s_squared": 2.004,
  "e_tot_ha": -880.05322,
  "spin_multiplicity": 3,
  "homo_lumo_gap_ev": [9.5, 9.4]
}

Record 4
{
  "formula": "C2H4ClPS3",
  "method": "ωB97M-V/def2-TZVPD",
  "species": ["Cl", "S", "S", "S", "P", "C", "C", "H", "H", "H", "H"],
  "positions_angstrom": [[2.42223, 1.90823, 1.69756], [2.81544, -0.50787, -0.55474], [0.11370, -0.48406, 1.67472], [0.22406, 1.57111, -0.84865], [1.54961, 0.57518, 0.42083], [-1.09533, 0.22876, -0.67833], [-0.73506, -0.94055, 0.17726], [-0.11064, -1.51325, -0.42657], [-1.76138, -1.41063, 0.49875], [-1.46935, -0.11251, -1.72261], [-1.95329, 0.68559, -0.23823]],
  "mulliken_charge": [-0.234, -0.190, -0.226, -0.167, 0.523, -0.447, -0.631, 0.395, 0.307, 0.312, 0.359],
  "fmax_ev_per_a": 3.23,
  "homo_ev": [-5.181, -9.067],
  "s_squared": 2.016,
  "e_tot_ha": -2074.62322,
  "spin_multiplicity": 3,
  "homo_lumo_gap_ev": [5.4, 5.3]
}

Record 5
{
  "formula": "C2H4CuF3O",
  "method": "ωB97M-V/def2-TZVPD",
  "species": ["Cu", "F", "F", "F", "O", "C", "C", "H", "H", "H", "H"],
  "positions_angstrom": [[-1.23839, 2.06029, 1.16811], [-0.56027, -1.34502, -0.61949], [0.74116, 0.09342, -1.55276], [-1.71951, -1.72059, -3.00932], [-0.15871, 0.55829, 0.43846], [-0.35881, -0.02398, -0.78668], [0.93634, 0.03602, 1.24704], [-1.20380, 0.56561, -1.25751], [0.99365, 0.69036, 2.12333], [0.67756, -0.98285, 1.55326], [1.89076, 0.06845, 0.69557]],
  "mulliken_charge": [-0.288, -0.248, -0.261, -0.003, -0.119, 0.488, -0.567, 0.217, 0.208, 0.288, 0.285],
  "fmax_ev_per_a": 1.48,
  "homo_ev": [-6.059, -9.040],
  "s_squared": 2.003,
  "e_tot_ha": -2093.71001,
  "spin_multiplicity": 3,
  "homo_lumo_gap_ev": [6.8, 4.6]
}

Record 6
{
  "formula": "C2H4CuO",
  "method": "ωB97M-V/def2-TZVPD",
  "species": ["Cu", "O", "C", "C", "H", "H", "H", "H"],
  "positions_angstrom": [[2.91762, 0.17136, 1.10533], [1.03939, 0.25142, -0.16043], [-0.27317, 0.41465, 0.12067], [-1.17815, -0.56940, 0.07800], [1.22100, 0.19279, -1.38361], [-0.90581, -1.59197, -0.19159], [-0.58991, 1.46041, 0.21179], [-2.23097, -0.32924, 0.21984]],
  "mulliken_charge": [-0.153, -0.409, -0.030, -0.561, 0.330, 0.258, 0.332, 0.234],
  "fmax_ev_per_a": 5.91,
  "homo_ev": [-6.096, -8.964],
  "s_squared": 0.751,
  "e_tot_ha": -1794.16108,
  "spin_multiplicity": 2,
  "homo_lumo_gap_ev": [6.0, 8.4]
}

Record 7
{
  "formula": "C2H4F2",
  "method": "ωB97M-V/def2-TZVPD",
  "species": ["F", "F", "C", "C", "H", "H", "H", "H"],
  "positions_angstrom": [[-0.10414, -0.74947, 1.36816], [-0.36286, -0.82348, -0.71342], [0.41690, 0.22176, -0.39209], [0.04955, 1.47118, -0.61135], [-0.90578, 1.70816, -1.06341], [0.71218, 2.28217, -0.33509], [0.24292, 0.10347, 1.47238], [1.35495, -0.09493, 0.05415]],
  "mulliken_charge": [-0.379, -0.245, -0.167, -0.676, 0.262, 0.266, 0.452, 0.487],
  "fmax_ev_per_a": 3.58,
  "homo_ev": -10.187,
  "smiles": "C=CF.F",
  "e_tot_ha": -278.25818,
  "spin_multiplicity": 1,
  "homo_lumo_gap_ev": 11.2
}

Record 8
{
  "formula": "C2H4F2N3O",
  "method": "ωB97M-V/def2-TZVPD",
  "species": ["F", "F", "O", "N", "N", "N", "C", "C", "H", "H", "H", "H"],
  "positions_angstrom": [[-1.35518, 1.44274, -0.80773], [-0.63351, 1.80048, 1.26151], [-1.68780, -0.13438, 0.81246], [0.16698, -1.13109, -0.42424], [1.59686, 0.67525, 0.01449], [-0.75186, -1.76919, 0.32298], [0.48572, 0.08092, -0.04309], [-0.97981, 0.82290, 0.36698], [1.91449, 1.75090, 0.09608], [2.46419, 0.14853, -0.06471], [0.33608, -1.56987, -1.26523], [-1.55615, -2.11719, -0.26949]],
  "mulliken_charge": [-0.231, -0.230, -0.425, 0.149, -0.258, -0.260, 0.052, 0.940, 0.360, 0.306, 0.254, 0.343],
  "fmax_ev_per_a": 4.57,
  "homo_ev": [-15.916, -15.915],
  "smiles": "[H]/N=[NH+]/C(=[NH2+])C([O-])(F)F",
  "charge": 1,
  "e_tot_ha": -517.41788,
  "spin_multiplicity": 1,
  "homo_lumo_gap_ev": [9.1, 9.1]
}

Record 9
{
  "formula": "C2H4F2O3",
  "method": "ωB97M-V/def2-TZVPD",
  "species": ["F", "F", "O", "O", "O", "C", "C", "H", "H", "H", "H"],
  "positions_angstrom": [[-1.61838, 0.97595, -0.48395], [-1.50439, -1.13053, -0.38728], [-0.97646, 0.03391, 1.40248], [1.26845, -1.10398, -0.25477], [1.35520, 1.20778, 0.06092], [-0.84798, -0.04409, 0.06770], [0.75355, 0.17182, -0.54226], [-1.62333, -0.50004, 1.87471], [0.82532, 1.50155, 0.83810], [0.51495, 0.23617, -1.54579], [1.85307, -1.34853, -1.02985]],
  "mulliken_charge": [-0.280, -0.282, -0.511, -0.519, -0.494, 0.590, 0.022, 0.336, 0.386, 0.407, 0.345],
  "fmax_ev_per_a": 6.40,
  "homo_ev": -10.980,
  "smiles": "OC(O)C(O)(F)F",
  "e_tot_ha": -504.03800,
  "spin_multiplicity": 1,
  "homo_lumo_gap_ev": 11.6
}

Record 10
{
  "formula": "C2H4F2S",
  "method": "ωB97M-V/def2-TZVPD",
  "species": ["S", "F", "F", "C", "C", "H", "H", "H", "H"],
  "positions_angstrom": [[1.89436, -0.03741, 0.51627], [-1.87890, 0.20212, -0.69478], [-0.23919, -0.36900, -1.80189], [0.26765, 0.56369, 0.34230], [-0.62971, -0.24963, -0.58525], [-0.21953, 0.83979, 1.26288], [-0.84669, -1.35200, -0.06079], [0.22453, 1.63696, 0.00767], [1.42748, -1.23452, 1.01358]],
  "mulliken_charge": [-0.174, -0.274, -0.240, -0.681, 0.410, 0.360, 0.158, 0.315, 0.124],
  "fmax_ev_per_a": 5.75,
  "homo_ev": -9.654,
  "smiles": "FC(F)CS",
  "e_tot_ha": -676.48971,
  "spin_multiplicity": 1,
  "homo_lumo_gap_ev": 10.5
}